Computed, not measured: a molecular structure, C24H24IrN6O2S4 in a non-equilibrium geometry, with the ωB97M-V functional and the def2-TZVPD basis.

Values from the calculation:
LUMO (alpha / beta)	-4.06 / -4.06	eV
E_tot	-84485.7723	eV
HOMO-LUMO gap (alpha / beta)	6.09 / 6.09	eV
total charge	+1

Geometry (Å):
1 Ir -0.18090 0.03910 -0.08350
2 C 5.19600 -0.87880 -1.42900
3 S 4.40500 -1.82710 -0.10110
4 C 2.90240 -0.99300 0.13300
5 S 2.16660 -0.02440 -1.09950
6 N 2.39520 -1.15330 1.32130
7 N 1.22810 -0.62380 1.58410
8 C 0.77620 -0.48080 2.78210
9 C -0.48040 0.19630 2.97300
10 C -1.16990 0.10420 4.18620
11 C -2.35120 0.80370 4.34480
12 C -2.80210 1.59250 3.29620
13 C -2.05450 1.63520 2.12940
14 N -0.93350 0.95290 1.95330
15 H 6.01160 -1.49110 -1.79430
16 H 5.58880 0.04550 -1.01620
17 H 4.48280 -0.67870 -2.21980
18 H 1.33700 -0.83120 3.64520
19 H -0.77250 -0.51530 4.97790
20 H -2.91100 0.73690 5.26470
21 H -3.71200 2.16730 3.37600
22 H -2.35820 2.27100 1.30960
23 O -2.73710 -5.11280 -0.82520
24 C -2.68570 -4.92190 0.49780
25 C -3.09090 -5.96620 1.33600
26 C -3.07820 -5.81830 2.70520
27 C -2.69900 -4.61050 3.28340
28 C -2.29530 -3.57380 2.47720
29 C -2.25580 -3.71700 1.08540
30 C -1.73450 -2.58240 0.32640
31 O -1.49470 -1.49510 0.91980
32 N -1.51230 -2.71890 -0.97700
33 N -0.87610 -1.69610 -1.57010
34 C -0.82350 -1.75650 -2.86010
35 S -1.69350 -3.02640 -3.70660
36 C -1.11260 -2.53640 -5.36640
37 C -0.88770 -1.04310 -5.35700
38 S 0.05600 -0.62620 -3.83970
39 H -2.37030 -4.33140 -1.28330
40 H -3.41470 -6.88470 0.87320
41 H -3.36860 -6.64460 3.33490
42 H -2.72840 -4.48830 4.35410
43 H -1.99330 -2.62530 2.89740
44 H -1.88400 -2.82440 -6.07750
45 H -0.19640 -3.08660 -5.58410
46 H -1.82710 -0.49070 -5.30150
47 H -0.31300 -0.71070 -6.21980
48 C -2.58720 4.38110 -4.36200
49 C -2.01270 3.44480 -3.35480
50 C -0.66310 3.47090 -3.01380
51 C -0.17530 2.58790 -2.07000
52 N -0.94270 1.69150 -1.45240
53 C -2.23810 1.65190 -1.77270
54 C -2.80390 2.49560 -2.70640
55 H -1.80780 4.81040 -4.98700
56 H -3.10350 5.20070 -3.86030
57 H -3.31690 3.87290 -4.98950
58 H 0.00900 4.17290 -3.48140
59 H 0.87240 2.58600 -1.80650
60 H -2.83810 0.90610 -1.26600
61 H -3.85650 2.41540 -2.93030

natural (NBO) atomic charge list, values in e, 5 entries: number 1, Ir, carries 1.1305; number 2, C, carries -0.7436; number 3, S, carries 0.3768; number 4, C, carries -0.0801; number 5, S, carries -0.1031


Computed, not measured: 2 unconnected molecules or ions with the total composition C2H8N2S in a non-equilibrium geometry, with the ωB97M-V functional and the def2-TZVPD basis.

Values from the calculation:
LUMO	0.22	eV
E_tot	-16017.3631	eV
HOMO-LUMO gap	6.88	eV
relative energy (zero: lowest compared OMol25 entry of this formula, charge and spin)	1.432	eV

Geometry (Å):
1 C 0.89727 1.31157 -0.99391
2 N 0.67657 -0.13804 -0.76318
3 C 0.15123 -0.60292 0.34805
4 N -0.25856 -1.83713 0.60634
5 H 0.43007 1.57481 -1.95242
6 H 1.96648 1.46782 -1.03226
7 H 0.45073 1.87265 -0.14453
8 H 0.97869 -0.85698 -1.39045
9 H -0.07699 0.11943 1.15599
10 H -0.01624 -2.65467 0.03497
11 H -1.08525 -1.94907 1.18476
12 S -1.54602 1.25807 1.72765
13 H -2.56798 0.43446 1.21900

natural (NBO) atomic charge list, values in e, 5 entries: number 1, C, carries -0.4179; number 2, N, carries -0.5272; number 3, C, carries 0.3554; number 4, N, carries -0.7769; number 5, H, carries 0.2155


Computed, not measured: 2 unconnected molecules or ions with the total composition C5H8N2O2 in a non-equilibrium geometry, with the ωB97M-V functional and the def2-TZVPD basis.

Values from the calculation:
LUMO	-0.69	eV
E_tot	-12381.7307	eV
HOMO-LUMO gap	8.60	eV
relative energy (zero: lowest compared OMol25 entry of this formula, charge and spin)	9.205	eV

Geometry (Å):
1 C 1.17121 -0.32926 -0.69690
2 C 2.26710 0.71391 -0.76292
3 C 0.29813 0.08808 0.68964
4 C -0.87028 1.10409 0.71825
5 C -1.98076 -0.99732 0.22404
6 H 1.14780 -2.24617 -0.79279
7 H 0.49388 -0.13817 -1.62236
8 H 3.86367 0.07531 0.04117
9 H 1.19384 0.02072 1.41152
10 H -0.97263 1.41757 -0.28438
11 H -1.22513 1.91594 1.51837
12 H -1.76001 -2.08120 -0.01721
13 H -2.99604 0.69326 0.36474
14 N -1.07400 -0.29498 0.97499
15 N -3.22009 -0.34064 0.12628
16 O 1.81983 -1.48793 -0.81288
17 O 1.84348 1.88680 -1.07954

natural (NBO) atomic charge list, values in e, 5 entries: number 1, C, carries -0.0420; number 2, C, carries 0.5270; number 3, C, carries -0.0649; number 4, C, carries -0.2611; number 5, C, carries 0.2349


Computed, not measured: 2 unconnected molecules or ions with the total composition CHF3NO2S in a non-equilibrium geometry, with the ωB97M-V functional and the def2-TZVPD basis.

Values from the calculation:
LUMO (alpha / beta)	2.79 / 2.81	eV
E_tot	-25623.1249	eV
HOMO-LUMO gap (alpha / beta)	6.86 / 6.87	eV
total charge	-1
relative energy (zero: lowest compared OMol25 entry of this formula, charge and spin)	4.667	eV

Geometry (Å):
1 C -2.39725 0.88355 -1.72166
2 N 0.28089 -0.27664 1.25840
3 O -2.67833 -1.63564 -0.71812
4 O -0.76709 -1.08830 -2.13974
5 F -3.23461 0.69049 -2.77032
6 F -3.00687 1.58358 -0.76847
7 F -1.42750 1.71006 -2.22605
8 S -1.53096 -0.79803 -0.95810
9 H 0.36587 0.55776 0.62144

natural (NBO) atomic charge list, values in e, 5 entries: number 1, C, carries 0.6937; number 2, N, carries -0.3895; number 3, O, carries -1.0064; number 4, O, carries -1.0170; number 5, F, carries -0.3557